# 1
Below is 2 unconnected molecules or ions with the total composition C3H5NO2, with properties calculated with ωB97M-V/def2-TZVPD.

Summary:
Frontier orbital gap in eV: 10.276
Molecular weight in g mol⁻¹: 87.08
Structure (SMILES): [H]/N=C1\OCC1=O.[H][H]
Highest occupied orbital energy in eV: -10.5

ORCA input file:
```
! RIJCOSX wB97M-V def2-TZVPD def2/J DEFGRID3
* xyz 0 1
O 0.80 1.20 0.73
O -1.52 -1.07 0.34
N 1.46 -0.33 -1.00
C -0.47 0.98 1.37
C 0.69 0.12 -0.12
C -0.68 -0.24 0.47
H -0.36 0.75 2.43
H -0.61 -1.61 -2.21
H -0.69 -2.22 -1.81
H -1.16 1.82 1.22
H 2.31 0.23 -1.06
*
```



# 2
Below is a single CHN3O2 molecule at a distorted geometry, with properties calculated with ωB97M-V/def2-TZVPD.

Summary:
Frontier orbital gap in eV: 11.455
Molecular weight in g mol⁻¹: 87.04
Structure (SMILES): Oc1nnno1
Highest occupied orbital energy in eV: -11.2

ORCA input file:
```
! RIJCOSX wB97M-V def2-TZVPD def2/J DEFGRID3
* xyz 0 1
O 1.69 -0.18 -0.03
O -0.34 -1.20 0.08
N -0.44 0.98 0.04
N -1.67 0.54 0.01
N -1.71 -0.72 -0.08
C 0.32 -0.08 -0.01
H 2.15 0.66 -0.02
*
```



# 3
Below is a single C10H12N2OS molecule at a distorted geometry, with properties calculated with ωB97M-V/def2-TZVPD.

Summary:
Frontier orbital gap in eV: 9.126
Molecular weight in g mol⁻¹: 208.29
Structure (SMILES): CSc1ccccc1NC1=NCCO1
Highest occupied orbital energy in eV: -8.6

ORCA input file:
```
! RIJCOSX wB97M-V def2-TZVPD def2/J DEFGRID3
* xyz 0 1
S -0.47 2.03 -0.62
O 1.51 -0.99 -0.90
N 0.18 -0.68 1.01
N 2.52 -0.15 0.91
C -1.52 0.51 -0.33
C 1.51 -0.68 0.47
C 3.65 -0.68 -0.13
C -2.85 0.65 -0.68
C -3.76 -0.40 -0.53
C -1.97 -1.75 0.54
C 2.82 -0.55 -1.39
C 0.26 2.84 0.99
C -1.08 -0.70 0.30
C -3.24 -1.62 0.04
H 1.38 2.59 1.18
H 2.73 0.42 -1.72
H -4.79 -0.62 -0.91
H 4.10 -1.83 -0.08
H -3.24 1.56 -1.16
H 4.56 0.06 -0.27
H -1.63 -2.62 1.05
H 0.27 4.00 0.47
H -3.83 -2.54 0.17
H 0.10 -0.48 1.96
H 3.09 -1.20 -2.52
H -0.31 2.82 2.17
*
```



# 4
Below is a molecular structure, C37H33BrF4HoN4PSSi at a distorted geometry, with properties calculated with ωB97M-V/def2-TZVPD.

Summary:
Frontier orbital gap (alpha / beta) in eV: 7.086 / 7.016
Molecular weight in g mol⁻¹: 945.65
Expectation value of S²: 6.005
Highest occupied orbital energy (alpha / beta) in eV: -12.6 / -12.5

ORCA input file:
```
! RIJCOSX wB97M-V def2-TZVPD def2/J DEFGRID3
* xyz 2 5
Ho -0.47 0.23 -0.60
Br 2.27 -0.78 0.95
S -0.90 -1.41 4.29
P 1.13 -2.04 -1.99
Si -1.00 1.08 -3.24
F 2.45 -4.73 -2.51
F 5.06 -5.05 1.33
F 4.14 -2.68 2.20
F 4.21 -6.06 -1.02
N -0.54 2.14 0.93
N -1.17 3.09 2.81
N -0.82 -0.46 1.94
N -3.07 -0.44 -0.38
C 2.80 -2.48 0.27
C 4.09 -0.91 -4.48
C -4.22 2.81 1.01
C -1.60 -0.46 -4.15
C 3.61 -1.18 -5.75
C 4.19 -4.38 0.61
C 2.33 -2.96 -0.94
C -2.31 2.39 -3.57
C -4.51 1.12 2.69
C -1.25 6.20 0.79
C -2.52 -4.82 -2.19
C -3.73 1.85 0.13
C -0.85 -1.58 2.60
C -3.62 0.53 0.54
C 2.84 -4.19 -1.35
C -2.36 -3.86 -1.19
C -0.71 3.51 0.69
C -1.22 -3.07 -1.21
C 3.75 -4.90 -0.60
C -4.01 0.16 1.82
C -0.57 4.25 -0.49
C -1.54 -4.98 -3.16
C -0.89 0.29 4.12
C 3.71 -3.17 1.05
C 2.35 -1.75 -5.91
C -0.84 0.62 2.80
C -0.24 -3.21 -2.18
C 0.58 1.60 -4.14
C -0.40 -4.19 -3.16
C -1.39 5.47 1.96
C -1.10 4.12 1.87
C 2.07 -1.80 -3.52
C -0.84 5.60 -0.41
C -4.61 2.44 2.29
C 1.58 -2.05 -4.80
C 3.33 -1.21 -3.37
C -0.83 1.95 2.20
H -5.02 3.19 2.97
H -3.44 2.14 -0.88
H 0.59 -2.48 -4.94
H 5.07 -0.46 -4.35
H -1.83 -0.21 -5.19
H -0.84 -1.24 -4.16
H -3.32 1.99 -3.44
H -2.22 2.73 -4.61
H -0.74 6.22 -1.30
H -3.40 -5.44 -2.20
H -1.69 5.95 2.88
H -0.89 0.94 4.98
H -0.84 -2.56 2.13
H -2.51 -0.90 -3.71
H -2.21 3.28 -2.93
H -3.95 -0.88 2.13
H -3.11 -3.76 -0.41
H 1.00 2.54 -3.78
H -1.45 7.26 0.81
H 1.36 0.83 -4.06
H 0.36 -4.35 -3.91
H -1.07 -2.34 -0.41
H -4.32 3.84 0.68
H -1.66 -5.73 -3.93
H 1.97 -1.96 -6.90
H -3.40 -0.24 -1.32
H -4.84 0.82 3.68
H 0.35 1.72 -5.21
H -1.44 3.18 3.77
H 3.72 -0.99 -2.38
H 4.21 -0.95 -6.62
H -3.41 -1.37 -0.15
H -0.26 3.78 -1.41
*
```



# 5
Below is a molecular structure, C30H32ClGaN3SSi2 at a distorted geometry, with properties calculated with ωB97M-V/def2-TZVPD.

Summary:
Frontier orbital gap in eV: 6.573
Molecular weight in g mol⁻¹: 628.02
Highest occupied orbital energy in eV: -9.8

ORCA input file:
```
! RIJCOSX wB97M-V def2-TZVPD def2/J DEFGRID3
* xyz 1 1
Ga -0.44 -1.50 3.68
Cl 0.06 -2.48 1.80
S 0.93 -2.31 5.30
Si 0.47 1.37 -2.37
Si 0.44 -0.87 -1.26
N -1.84 -3.10 4.08
N 0.44 -4.65 6.42
N -1.24 -3.95 5.05
C -1.81 1.00 3.16
C -0.70 1.49 -3.83
C -0.35 2.44 -4.81
C 4.80 1.25 -4.10
C -3.61 -0.79 -0.41
C -0.03 -3.71 5.58
C 3.82 0.41 -4.64
C 3.14 2.26 -2.65
C -0.88 0.65 4.18
C -3.03 0.34 3.42
C -1.22 -0.31 -0.54
C -3.89 0.58 -0.31
C 1.80 -0.29 -0.08
C -1.59 -0.20 5.14
C -2.92 -0.38 4.63
C -2.52 0.74 -5.25
C -2.11 1.62 -6.26
C 2.53 1.07 1.81
C -1.03 2.48 -6.03
C 2.17 1.39 -3.16
C 3.15 -0.45 -0.45
C 4.17 0.16 0.28
C 4.46 2.18 -3.11
C -2.84 1.49 -0.19
C 1.52 0.41 1.10
C 3.86 0.96 1.39
C -1.52 1.02 -0.16
C -1.83 0.69 -4.03
C -2.28 -1.23 -0.54
C 2.50 0.49 -4.19
H -4.42 -1.52 -0.40
H -2.16 0.01 -3.24
H 0.09 1.12 4.37
H -3.95 0.47 2.83
H 1.35 -4.51 6.84
H 2.86 2.99 -1.88
H -1.65 1.77 2.40
H -0.04 -5.51 6.62
H 0.50 -2.34 -1.27
H -4.92 0.94 -0.30
H 3.39 -1.02 -1.36
H -1.69 -4.85 5.22
H 4.66 1.48 1.93
H -0.73 1.73 0.12
H -2.06 -2.29 -0.66
H 5.84 1.17 -4.44
H -3.03 2.56 -0.09
H -2.63 1.64 -7.22
H -2.76 -2.76 4.37
H 0.50 0.46 1.48
H -1.25 -0.42 6.15
H -1.96 -3.59 3.18
H -0.71 3.19 -6.80
H 5.21 0.03 -0.03
H 1.73 -0.15 -4.62
H -3.37 0.08 -5.41
H 0.48 3.14 -4.63
H 2.28 1.67 2.69
H 5.21 2.85 -2.69
H 4.08 -0.31 -5.42
H 0.31 2.59 -1.56
H -3.74 -0.89 5.15
*
```



# 6
Below is a single C5H7N molecule at a distorted geometry, with properties calculated with ωB97M-V/def2-TZVPD.

Summary:
Frontier orbital gap in eV: 10.138
Molecular weight in g mol⁻¹: 81.12
Structure (SMILES): [H]/N=C/[C@H]1C=C1C
Highest occupied orbital energy in eV: -9.2

ORCA input file:
```
! RIJCOSX wB97M-V def2-TZVPD def2/J DEFGRID3
* xyz 0 1
N 2.53 -0.41 0.59
C 1.62 0.02 -0.24
C -0.66 1.40 -0.75
C -1.79 -0.81 0.23
C -0.93 0.32 -0.07
C 0.47 0.76 0.29
H -1.37 -1.76 -0.30
H -2.87 -0.66 0.14
H -1.64 -1.04 1.22
H 1.47 -0.13 -1.27
H -0.62 2.25 -1.30
H 0.66 1.21 1.24
H 3.14 -1.17 0.21
*
```



# 7
Below is 2 unconnected molecules or ions with the total composition C2H4BrN at a distorted geometry, with properties calculated with ωB97M-V/def2-TZVPD.

Summary:
Frontier orbital gap (alpha / beta) in eV: 5.987 / 4.824
Molecular weight in g mol⁻¹: 121.96
Highest occupied orbital energy (alpha / beta) in eV: -8.2 / -7.1

ORCA input file:
```
! RIJCOSX wB97M-V def2-TZVPD def2/J DEFGRID3
* xyz 0 1
Br -0.31 2.69 -0.06
N 0.73 -0.77 0.39
C -0.47 -1.00 -0.14
C 1.26 1.87 0.00
H -0.41 -1.19 -1.20
H -1.49 -0.55 0.05
H 1.31 0.92 0.63
H -0.62 -1.98 0.34
*
```



# 8
Below is a single C27H29FN4O3 molecule, with properties calculated with ωB97M-V/def2-TZVPD.

Summary:
Frontier orbital gap in eV: 8.114
Molecular weight in g mol⁻¹: 476.55
Structure (SMILES): COc1ccc(C(=O)N/N=C/c2ccc(OC)c(CN3CCN(c4ccc(F)cc4)CC3)c2)cc1
Highest occupied orbital energy in eV: -7.6

ORCA input file:
```
! RIJCOSX wB97M-V def2-TZVPD def2/J DEFGRID3
* xyz 0 1
F 9.79 -3.18 1.12
O 2.42 4.08 0.18
O -10.31 -1.89 0.35
O -4.11 -1.06 -0.73
N 5.03 -0.83 -0.39
N -3.44 1.57 0.41
N 2.49 0.25 -1.22
N -4.61 0.89 0.36
C 1.20 2.21 -0.57
C 4.88 -0.22 -1.70
C 6.24 -1.37 -0.01
C -4.91 -0.33 -0.19
C 1.22 3.42 0.14
C -6.65 -2.06 0.03
C -7.95 -2.50 0.17
C 2.70 -0.31 0.10
C -8.99 -1.58 0.22
C 7.97 -1.77 1.65
C -6.35 -0.71 -0.04
C 0.05 3.88 0.75
C -1.11 3.15 0.66
C -7.39 0.21 -0.01
C -10.68 -3.24 0.43
C 2.45 1.70 -1.24
C -8.69 -0.22 0.12
C 3.42 -0.34 -2.16
C -2.36 1.16 -0.14
C -1.15 1.95 -0.04
C 6.79 -1.16 1.27
C 8.63 -2.59 0.75
C 4.16 -0.22 0.59
C 8.12 -2.82 -0.52
C 0.02 1.50 -0.65
C 2.50 5.30 0.89
C 6.94 -2.21 -0.89
H 4.43 0.84 0.77
H 8.38 -1.61 2.63
H -5.84 -2.77 -0.02
H -11.76 -3.24 0.52
H -5.34 1.37 0.86
H 3.53 5.63 0.78
H 2.04 0.19 0.80
H -9.51 0.49 0.13
H 4.23 -0.76 1.53
H 2.42 -1.37 0.05
H -7.20 1.27 -0.11
H 8.65 -3.46 -1.20
H -10.39 -3.79 -0.47
H 5.16 0.85 -1.65
H -2.29 0.23 -0.71
H 3.30 0.13 -3.13
H -10.24 -3.72 1.31
H 0.02 0.57 -1.20
H 3.32 2.18 -0.77
H -2.02 3.50 1.14
H 2.43 2.02 -2.29
H 0.05 4.81 1.30
H 6.30 -0.51 1.97
H 5.54 -0.70 -2.42
H 6.54 -2.42 -1.86
H 3.17 -1.40 -2.24
H 2.27 5.16 1.95
H 1.83 6.05 0.46
H -8.15 -3.56 0.23
*
```



Please write out number 6 again, unchanged.
Below is a single C5H7N molecule at a distorted geometry, with properties calculated with ωB97M-V/def2-TZVPD.

Summary:
Frontier orbital gap in eV: 10.138
Molecular weight in g mol⁻¹: 81.12
Structure (SMILES): [H]/N=C/[C@H]1C=C1C
Highest occupied orbital energy in eV: -9.2

ORCA input file:
```
! RIJCOSX wB97M-V def2-TZVPD def2/J DEFGRID3
* xyz 0 1
N 2.53 -0.41 0.59
C 1.62 0.02 -0.24
C -0.66 1.40 -0.75
C -1.79 -0.81 0.23
C -0.93 0.32 -0.07
C 0.47 0.76 0.29
H -1.37 -1.76 -0.30
H -2.87 -0.66 0.14
H -1.64 -1.04 1.22
H 1.47 -0.13 -1.27
H -0.62 2.25 -1.30
H 0.66 1.21 1.24
H 3.14 -1.17 0.21
*
```



> The lowest molecular weight belongs to which entry?

C5H7N